Entry from OMol25: a molecular structure, C15H23BN9PRe (ωB97M-V/def2-TZVPD).

Each line ends with the natural charge from an NBO analysis.
Geometry (Å):
Re  -0.010518  1.181674  0.303492  1.62
C  3.341124  1.653364  -2.111788  -0.25
C  2.698073  0.922661  -1.156571  0.02
N  1.450086  1.466452  -0.944505  -0.36
N  1.324477  2.558828  -1.776848  -0.30
C  2.443004  2.670798  -2.480062  0.16
B  0.057639  3.478608  -1.694003  0.49
N  -1.193929  2.549043  -1.873136  -0.30
C  -2.265627  2.666874  -2.645065  0.16
C  -3.192258  1.656746  -2.332291  -0.25
C  -2.613266  0.920047  -1.341508  0.02
N  -1.377541  1.456500  -1.050505  -0.36
N  -0.000559  4.025711  -0.241299  -0.31
C  -0.038736  5.245934  0.277990  0.17
C  -0.099030  5.157855  1.679969  -0.25
C  -0.103300  3.825591  1.969303  0.03
N  -0.039908  3.110575  0.786468  -0.42
H  4.329583  1.489265  -2.511767  0.31
H  3.032095  0.058528  -0.604805  0.25
H  2.549971  3.460033  -3.212393  0.29
H  0.085701  4.336401  -2.506593  0.06
H  -2.322162  3.457638  -3.381431  0.29
H  -4.155158  1.499033  -2.792695  0.31
H  -2.986982  0.058140  -0.813010  0.25
H  -0.016495  6.117924  -0.361917  0.29
H  -0.136543  5.980484  2.376971  0.31
H  -0.142323  3.324326  2.925006  0.27
C  -0.684605  -3.971031  2.435133  -0.06
N  0.790946  -3.545108  2.208236  -0.39
C  1.290681  -4.205255  0.895950  -0.06
N  0.427140  -3.845713  -0.178639  -0.40
C  -0.952248  -4.270146  0.081614  -0.08
N  -1.455685  -3.618789  1.293109  -0.40
C  -1.710469  -2.208349  1.141756  -0.45
P  -0.064176  -1.365011  0.754728  0.66
C  0.932780  -2.046977  2.169804  -0.51
C  0.551835  -2.483770  -0.635849  -0.44
H  -1.025882  -3.480221  3.345742  0.25
H  -0.664500  -5.051117  2.577999  0.27
H  1.357441  -3.896785  2.988571  0.47
H  1.265074  -5.279682  1.075641  0.27
H  2.318055  -3.878720  0.739860  0.24
H  -0.971485  -5.350427  0.222082  0.26
H  -1.585244  -4.020892  -0.768041  0.24
H  -2.128579  -1.778424  2.053245  0.27
H  -2.401974  -2.037507  0.316812  0.26
H  0.574516  -1.644261  3.118862  0.28
H  1.991157  -1.803168  2.066809  0.27
H  1.587933  -2.236049  -0.868404  0.26
H  -0.060128  -2.311633  -1.522024  0.27

Atoms 1-3, force components in eV/Å:
Re -0.01 0.20 0.17
C 0.06 -0.05 -0.03
C -0.09 0.04 -0.04

Values from the calculation:
**Charge**: +4
**Largest force on an atom**: 0.3 eV/A
**Orbital gap (alpha / beta)**: 6.6107 / 5.6860 eV
**Multiplicity**: 4
**LUMO (alpha / beta)**: -14.55 / -15.45 eV

Entry from OMol25: a molecular structure, C15H23BrIN2PbSe3SiTe (ωB97M-V/def2-TZVPD).

Each line ends with the natural charge from an NBO analysis.
Geometry (Å):
Pb  -1.279712  1.941754  -0.380501  0.49
Se  -2.845664  3.749528  1.214880  -0.54
Se  -4.237298  4.296200  -0.585732  -0.21
Te  -2.631058  5.246635  -2.256084  0.16
Se  -1.468527  3.142892  -2.992365  -0.69
N  0.029573  -0.572045  -0.503536  -0.41
C  0.654782  -1.072615  -1.339355  0.45
N  1.353775  -1.598534  -2.339532  -0.47
C  0.709688  -2.581289  -3.212163  -0.20
C  0.967218  -3.996788  -2.702426  -0.42
C  2.473053  -4.239698  -2.563247  -0.40
C  3.102644  -3.178370  -1.656103  -0.42
C  2.796919  -1.780410  -2.187014  -0.20
H  1.137529  -2.459792  -4.211374  0.19
H  -0.354608  -2.362407  -3.266587  0.23
H  0.521099  -4.720137  -3.388280  0.21
H  0.485990  -4.113408  -1.727300  0.21
H  2.938849  -4.195577  -3.553854  0.19
H  2.654565  -5.234823  -2.153047  0.21
H  4.183099  -3.320761  -1.585370  0.21
H  2.682623  -3.263816  -0.649390  0.21
H  3.247486  -1.642727  -3.173867  0.19
H  3.187413  -1.008537  -1.526784  0.23
C  1.225739  5.011684  0.028827  -1.11
Si  1.113076  3.127420  0.086188  1.04
C  1.855101  2.631216  1.773852  -1.11
C  2.421215  2.534934  -1.164494  -1.11
H  2.242253  5.360318  0.240096  0.21
H  0.546001  5.466987  0.753546  0.24
H  0.932111  5.377468  -0.958848  0.24
H  2.864227  3.029599  1.922880  0.22
H  1.911869  1.539494  1.856162  0.21
H  1.225321  2.990991  2.593334  0.23
H  3.395909  3.002859  -0.993031  0.21
H  2.101179  2.764683  -2.184892  0.24
H  2.549690  1.447940  -1.103044  0.20
Br  -1.389684  -1.785201  5.642982  0.05
C  -2.790455  -1.280123  4.470602  -0.11
C  -4.064900  -1.751164  4.754905  -0.24
C  -5.120882  -1.437287  3.914285  -0.21
C  -4.900168  -0.659816  2.786771  -0.20
C  -3.630419  -0.180948  2.510597  -0.20
C  -2.565794  -0.479340  3.355678  -0.21
I  -0.718767  0.366972  2.898284  0.25
H  -4.221292  -2.354457  5.638520  0.22
H  -6.115199  -1.795999  4.147309  0.21
H  -5.718522  -0.411990  2.123576  0.22
H  -3.457044  0.448486  1.644945  0.26

Atoms 1-3, force components in eV/Å:
Pb -0.67 0.14 -0.16
Se 0.17 0.12 -0.02
Se -0.05 -0.04 -0.04

Values from the calculation:
**Charge**: -1
**Largest force on an atom**: 0.7 eV/A
**Orbital gap**: 5.5627 eV
**LUMO**: 2.17 eV
**Energy above the lowest of the compared OMol25 structures with the same formula, charge and spin**: 0.0 kJ/mol

Entry from OMol25: 2 unconnected molecules or ions with the total composition C15H23ClINO8PS in a non-equilibrium geometry (ωB97M-V/def2-TZVPD).

Each line ends with the natural charge from an NBO analysis.
Geometry (Å):
C  0.011921  4.437336  -0.445561  -0.67
C  -0.220905  3.665035  0.810903  0.10
C  -0.228534  4.306058  2.060598  -0.01
C  -0.005607  5.789722  2.125944  -0.59
C  -1.070630  6.631632  1.447682  0.50
O  -0.875735  7.708600  1.062063  -0.46
I  -3.057752  5.788615  1.339814  0.04
C  -0.461062  3.560255  3.215650  0.09
S  -0.519915  4.321489  4.815354  0.08
N  -0.648820  2.215872  3.111351  -0.29
Cl  -0.973853  1.357550  4.548602  0.28
C  -0.626595  1.539664  1.930582  -0.15
P  -0.898206  -0.284782  1.789665  2.35
O  -2.231907  -0.496990  1.222598  -1.06
O  0.311317  -0.760719  0.922906  -0.98
O  -0.677683  -1.032594  3.158508  -0.96
C  -0.430179  2.270144  0.747375  0.12
C  -0.482547  1.619844  -0.616232  -0.47
C  0.870647  1.259165  -1.232992  -0.42
C  0.643265  0.483474  -2.527390  -0.06
O  0.397807  -0.894903  -2.270489  -0.73
H  0.897498  4.038958  -0.929416  0.26
H  0.221407  5.477903  -0.255607  0.24
H  -0.817598  4.346671  -1.136358  0.26
H  0.967870  6.040633  1.715696  0.27
H  0.005847  6.142194  3.149972  0.29
H  -1.855307  4.458652  4.874658  0.17
H  0.035527  -1.537146  0.405631  0.54
H  -1.543331  -1.222055  3.547615  0.53
H  -1.066067  0.710402  -0.568886  0.25
H  -1.028094  2.268182  -1.291524  0.23
H  1.466042  2.129147  -1.493744  0.20
H  1.456366  0.617739  -0.586261  0.24
H  1.495670  0.584961  -3.191661  0.19
H  -0.206634  0.894487  -3.074627  0.17
H  -0.531241  -1.077275  -2.425783  0.48
C  -0.004657  -7.621851  -3.031936  -0.64
C  -0.164077  -7.379391  -1.546840  -0.07
O  0.941969  -6.639128  -1.000123  -0.49
C  0.945439  -5.337687  -1.252646  0.98
O  0.099306  -4.718168  -1.847686  -0.66
O  2.036127  -4.807292  -0.692768  -0.49
C  2.201011  -3.416900  -0.963410  -0.24
H  0.948697  -8.110024  -3.236632  0.22
H  -0.810697  -8.257544  -3.396841  0.22
H  -0.025917  -6.686283  -3.588695  0.22
H  -0.163166  -8.325144  -1.009561  0.20
H  -1.098158  -6.866275  -1.319505  0.19
H  1.304316  -2.861871  -0.705107  0.17
H  2.437273  -3.259138  -2.013812  0.20
H  3.029550  -3.071226  -0.351075  0.20

Atoms 1-3, force components in eV/Å:
C 0.36 -0.09 0.23
C -0.09 -0.40 0.46
C 0.08 -0.34 0.01

Values from the calculation:
**Charge**: +1
**Largest force on an atom**: 1.7 eV/A
**Orbital gap**: 7.8983 eV
**LUMO**: -4.69 eV

Entry from OMol25: a molecular structure, C15H23CrN9S2 (ωB97M-V/def2-TZVPD).

Each line ends with the natural charge from an NBO analysis.
Geometry (Å):
Cr  0.056596  -0.282095  0.202049  0.74
C  3.250205  -3.769500  -2.152214  -0.67
C  2.046354  -3.904508  -1.301996  0.38
N  1.559038  -4.999912  -0.814817  -0.21
N  0.460100  -4.612802  -0.095215  -0.34
C  0.251618  -3.303592  -0.118302  0.26
S  -0.952787  -2.335841  0.589718  -0.01
N  1.265260  -2.837235  -0.884848  -0.22
N  1.362823  -1.469685  -1.155067  -0.60
H  3.617181  -4.762942  -2.394608  0.28
H  4.038812  -3.225734  -1.629720  0.25
H  3.019262  -3.242085  -3.078437  0.25
H  -0.093530  -5.305207  0.385119  0.45
H  2.309458  -1.145968  -0.968381  0.42
H  1.139630  -1.292611  -2.133347  0.41
C  1.182514  -1.015731  3.435412  -0.61
C  2.108393  -0.971215  2.220910  -0.23
C  3.558493  -0.771611  2.667901  -0.59
C  1.710120  0.139099  1.239110  -0.61
H  1.447353  -1.845150  4.091523  0.22
H  0.133987  -1.134191  3.155400  0.21
H  1.274128  -0.091096  4.008830  0.22
H  2.052757  -1.945741  1.713256  0.17
H  3.666824  0.183929  3.183958  0.22
H  4.245396  -0.774272  1.819653  0.20
H  3.859939  -1.563143  3.355283  0.22
H  2.519236  0.343977  0.526903  0.19
H  1.512816  1.076639  1.767256  0.23
C  -3.334756  0.563807  -1.060073  -0.40
N  -3.182113  1.784183  -0.292602  -0.38
C  -4.180937  2.855723  -0.448425  -0.22
C  -3.793513  3.853479  0.645267  -0.23
N  -2.936459  3.018479  1.495961  -0.55
C  -2.552536  1.904710  0.873186  0.38
S  -1.462023  0.820900  1.640155  -0.14
H  -2.385583  0.047101  -1.152356  0.21
H  -3.679774  0.830900  -2.056711  0.23
H  -4.065611  -0.102996  -0.595615  0.21
H  -5.175595  2.432845  -0.283016  0.20
H  -4.130809  3.286575  -1.446150  0.25
H  -4.652969  4.220961  1.199585  0.22
H  -3.224098  4.686151  0.236998  0.24
H  -2.388972  3.389722  2.254650  0.43
N  -0.035276  0.961320  -1.257194  -0.59
C  -0.104123  1.927539  -1.917658  0.52
C  -0.189282  3.050768  -2.676284  -0.53
C  0.716579  3.248485  -3.757095  0.28
N  1.453783  3.410245  -4.625037  -0.29
C  -1.229473  3.969706  -2.358391  0.32
N  -2.068438  4.697617  -2.054526  -0.37

Atoms 1-3, force components in eV/Å:
Cr 0.22 0.22 -0.12
C 0.00 -0.02 -0.01
C -0.05 -0.01 0.05

Values from the calculation:
**Charge**: +1
**Largest force on an atom**: 0.3 eV/A
**Orbital gap (alpha / beta)**: 7.3804 / 7.9578 eV
**Multiplicity**: 2
**LUMO (alpha / beta)**: -3.71 / -3.21 eV
**Energy above the lowest of the compared OMol25 structures with the same formula, charge and spin**: 0.0 kJ/mol

Entry from OMol25: a molecular structure, C15H23F3NO2PPb in a non-equilibrium geometry (ωB97M-V/def2-TZVPD).

Each line ends with the natural charge from an NBO analysis.
Geometry (Å):
C  4.674842  1.220118  0.297518  -0.14
C  3.685327  2.020372  0.845370  -0.19
C  2.326734  1.654295  0.805572  -0.07
C  1.948765  0.464334  0.201966  -0.40
C  2.943576  -0.299009  -0.435951  0.04
C  4.308849  0.036824  -0.324696  -0.21
C  1.394391  2.607686  1.497249  -0.44
C  0.339461  3.333716  0.660078  -0.27
N  -0.105617  2.583872  -0.509192  0.00
Pb  -0.150245  -0.398808  0.567179  1.32
C  2.604310  -1.516865  -1.280748  -0.77
P  1.010733  -1.072521  -2.167090  1.28
H  3.925186  2.941554  1.371987  0.24
H  5.050653  -0.644141  -0.760863  0.25
H  5.728617  1.520960  0.369321  0.26
H  2.446894  -2.419987  -0.652316  0.27
H  3.385780  -1.740317  -2.038454  0.28
H  0.849458  2.086172  2.294215  0.26
H  2.008181  3.397057  1.942326  0.26
H  -0.537408  3.522073  1.298829  0.26
C  0.495585  -2.724689  -2.731736  -0.99
C  1.809992  -0.356362  -3.635604  -0.98
H  0.717899  4.315848  0.330869  0.27
C  0.706821  2.815664  -1.707115  -0.47
C  -1.521883  2.819992  -0.764586  -0.47
H  0.252214  -2.277927  0.233127  -0.09
H  0.588966  3.877997  -2.022814  0.28
H  1.769706  2.603514  -1.497817  0.26
H  0.330383  2.152854  -2.507406  0.23
H  -1.671722  3.856584  -1.128592  0.28
H  -1.876547  2.104849  -1.518238  0.25
H  -2.068184  2.694284  0.185837  0.26
H  2.404300  -1.152826  -4.123904  0.29
H  1.062422  0.064139  -4.330953  0.27
H  2.476627  0.466092  -3.325510  0.26
H  1.251863  -3.145081  -3.419321  0.29
H  0.365035  -3.385775  -1.857506  0.27
H  -0.496058  -2.647516  -3.229426  0.28
H  -1.029128  -0.368403  -1.221666  -0.12
F  -3.297510  -1.922311  3.923115  -0.27
C  -2.390010  -1.447801  3.044316  0.88
F  -1.300809  -2.296324  3.071134  -0.33
F  -2.928467  -1.563201  1.770594  -0.34
C  -1.952497  0.045440  3.251066  0.69
O  -2.377060  0.626531  4.241091  -0.46
O  -1.174329  0.497304  2.320644  -0.77

Atoms 1-3, force components in eV/Å:
C 0.46 -0.03 0.17
C -0.50 -0.03 -0.03
C 0.69 0.63 0.39

Values from the calculation:
**Charge**: +2
**Largest force on an atom**: 4.2 eV/A
**Orbital gap (alpha / beta)**: 5.2393 / 5.3172 eV
**LUMO (alpha / beta)**: -10.69 / -10.60 eV
**Energy above the lowest of the compared OMol25 structures with the same formula, charge and spin**: 278.5 kJ/mol

Entry from OMol25: a molecular structure, C15H23FeI2OP2 in a non-equilibrium geometry (ωB97M-V/def2-TZVPD).

Each line ends with the Mulliken spin population.
Geometry (Å):
I  2.923066  -1.182419  1.381110  0.29
I  -0.975268  -0.822899  -2.315171  0.88
Fe  1.188598  -0.890391  -0.441630  3.54
P  2.065716  1.193968  -0.937606  0.00
C  1.589390  2.690744  0.006202  0.01
C  3.895199  1.277243  -0.836220  -0.02
H  4.233243  2.192723  -1.335965  0.00
H  2.417585  2.516407  -2.909707  0.00
H  4.356530  0.415993  -1.328793  0.00
H  2.059790  0.816979  -3.332268  0.00
H  1.817719  2.492419  1.059443  0.00
H  4.215300  1.286177  0.209403  0.00
C  1.783106  1.651784  -2.679703  0.00
H  2.190908  3.551836  -0.320971  0.00
H  0.730353  1.890552  -2.849433  0.01
H  0.520641  2.915444  -0.073654  0.00
P  0.598946  -3.144716  -0.095212  0.03
C  -0.603179  -3.471437  1.236665  0.01
C  -0.148885  -3.990892  -1.529602  0.03
H  2.781838  -4.155775  -0.388289  0.00
H  1.597904  -5.345108  0.195621  0.00
H  2.313742  -4.154317  1.322831  0.00
C  1.951083  -4.313247  0.304439  0.01
H  0.471275  -3.806181  -2.409521  0.00
H  -0.203237  -5.067664  -1.341725  0.00
H  -0.822456  -4.544524  1.291571  0.00
H  -1.527744  -2.919827  1.038679  0.00
H  -1.145912  -3.582750  -1.720556  0.00
H  -0.204530  -3.125002  2.195313  0.00
C  0.045671  -0.217944  1.073411  -0.20
O  -0.414548  -0.234497  2.183544  -0.19
C  -0.302371  0.479274  -0.119944  -0.17
C  -1.320039  1.270014  -0.448427  0.50
C  -2.241121  1.930608  0.365083  0.05
C  -1.977189  2.601784  1.607637  0.08
C  -3.026400  3.121445  2.353225  -0.02
C  -4.345351  3.017749  1.907481  0.09
C  -4.610385  2.393038  0.686287  -0.03
C  -3.576195  1.872134  -0.068515  0.08
H  -0.954809  2.694232  1.982818  0.00
H  -2.828604  3.613032  3.309972  0.00
H  -5.164361  3.418103  2.484183  0.00
H  -5.627308  2.299789  0.306171  0.00
H  -3.727710  1.366117  -1.018176  0.00

Atoms 1-3, force components in eV/Å:
I 0.08 0.33 0.19
I -0.38 -0.22 -0.91
Fe 0.06 0.10 1.00

Values from the calculation:
**Charge**: +2
**Largest force on an atom**: 5.0 eV/A
**Orbital gap (alpha / beta)**: 5.5482 / 5.7643 eV
**Multiplicity**: 6
**LUMO (alpha / beta)**: -8.96 / -9.57 eV